The following is a DFT calculation (wB97M-V/def2-TZVPD) of a 2-piece molecular cluster, C10H13NO overall.

Last column: Löwdin charge in e.
Geometry (Å):
C: -0.0013 2.5213 1.1490  -0.105
C: -1.0384 2.1914 0.3027  -0.088
C: 0.6091 1.5541 1.8689  -0.068
C: -1.4391 0.8830 0.1774  -0.042
C: 0.2253 0.1970 1.7429  -0.009
C: -0.7347 -0.2071 0.8225  -0.239
C: 0.2626 -0.2167 -2.2666  -0.223
C: 1.4476 0.6042 -2.0311  -0.070
C: -0.5256 -2.6516 1.1003  -0.031
C: -1.1623 -1.5778 0.6475  -0.153
N: 0.0831 -1.3888 -1.7427  -0.024
O: 1.1630 -1.9483 -1.0177  -0.098
H: 0.1584 3.4702 1.4693  0.076
H: -1.6413 3.0036 -0.1340  0.115
H: 1.4621 1.7383 2.4396  0.088
H: -2.1432 0.4563 -0.5593  0.114
H: 0.6979 -0.5413 2.3084  0.090
H: -0.6886 0.2257 -2.6953  0.129
H: 1.4718 0.7339 -0.9780  0.058
H: 1.1439 1.5248 -2.4948  0.068
H: 2.3858 0.2126 -2.4351  0.093
H: -0.7599 -3.7532 0.9130  0.100
H: 0.7862 -2.5813 -0.3355  0.062
H: 0.2577 -2.7479 1.7778  0.042
H: -2.0200 -1.7022 -0.0292  0.118

Values from the calculation:
2S+1 ... 1
Energy relative to the best compared isomer or geometry (same formula, charge and spin) ... 87.7 kcal/mol
LUMO energy ... 0.250 eV
Energy ... -14114.631 eV
SMILES ... C=Cc1ccccc1.C/C=N\O


The following is a DFT calculation (wB97M-V/def2-TZVPD) of a 12-piece molecular cluster, C40H109N13O17 overall.

Last column: Löwdin charge in e.
Geometry (Å):
C: -8.2988 -13.0180 -15.3234  -0.801
O: -8.2302 -13.9165 -16.1326  0.022
N: -7.8642 -13.2749 -14.1182  0.148
N: -8.6909 -11.7847 -15.4628  0.176
H: -7.2525 -14.0678 -13.9872  0.118
H: -7.8721 -12.6049 -13.3624  0.103
H: -9.1771 -11.4782 -16.2933  0.123
H: -8.5175 -11.2056 -14.6537  0.109
C: -3.4947 -14.4471 -19.8606  -0.809
O: -2.4720 -14.6178 -20.5074  0.025
N: -3.5272 -13.9150 -18.7258  0.164
N: -4.7205 -14.8439 -20.1740  0.146
H: -4.4680 -13.6880 -18.4372  0.117
H: -2.7091 -13.6258 -18.2088  0.133
H: -5.4646 -14.9689 -19.5025  0.109
H: -4.9009 -15.0641 -21.1431  0.116
C: -10.7936 -17.5447 -26.8500  -0.825
O: -10.3089 -17.6739 -27.9837  0.001
N: -12.0334 -17.3558 -26.5860  0.163
N: -10.0426 -17.3481 -25.8499  0.168
H: -12.6848 -17.2368 -27.3486  0.125
H: -12.4134 -17.5368 -25.6678  0.113
H: -9.0836 -17.0829 -26.0233  0.139
H: -10.6295 -17.5052 -25.0431  0.115
C: -3.1029 -16.6437 -27.9331  -0.862
O: -3.7174 -16.2402 -26.9808  0.043
N: -3.5149 -17.3772 -28.8981  0.175
N: -1.8973 -16.2849 -28.0634  0.162
H: -4.5059 -17.5566 -28.9742  0.128
H: -2.9227 -17.6028 -29.6846  0.113
H: -1.4223 -16.6731 -28.8657  0.109
H: -1.3893 -15.9096 -27.2752  0.132
C: -1.5883 -14.1331 -10.1136  -0.065
C: -0.4782 -15.0253 -9.3729  -0.333
O: 0.7450 -14.5218 -9.7546  -0.073
H: -2.5062 -14.6794 -9.8963  0.057
H: -1.5087 -13.9023 -11.1759  0.065
H: -1.6557 -13.1930 -9.5661  0.063
H: -0.5322 -16.1105 -9.4590  0.099
H: -0.5912 -15.0383 -8.2889  0.105
H: 0.7159 -14.6910 -10.6991  0.083
C: 0.6516 -19.8037 -20.9975  -0.099
C: 2.0466 -19.1753 -20.7928  -0.325
O: 2.0733 -18.0187 -21.5737  -0.089
H: 0.6038 -19.9048 -22.0818  0.074
H: -0.2155 -19.2319 -20.6672  0.072
H: 0.5422 -20.7369 -20.4449  0.068
H: 2.8800 -19.8408 -21.0180  0.118
H: 1.9621 -18.8188 -19.7662  0.101
H: 1.2300 -17.5709 -21.4738  0.082
C: 1.1673 -10.5474 -25.9466  -0.098
C: 1.7575 -11.0017 -24.6622  -0.362
O: 2.8924 -10.3723 -24.1007  -0.068
H: 0.9244 -9.4887 -25.8559  0.079
H: 0.2356 -11.0895 -26.1082  0.079
H: 1.8274 -10.8219 -26.7694  0.074
H: 1.7509 -12.0897 -24.5968  0.115
H: 1.0252 -10.7089 -23.9097  0.104
H: 3.5707 -11.0246 -23.9110  0.078
C: -12.5435 -19.8501 -21.5798  -0.101
O: -12.3863 -18.4125 -21.5227  -0.224
C: -12.6398 -17.8704 -20.2091  -0.197
C: -12.8293 -16.3367 -20.2119  -0.211
N: -13.9233 -16.0996 -21.1228  -0.066
C: -14.2436 -14.6703 -21.5335  -0.182
C: -14.2230 -13.6391 -20.4534  -0.244
O: -15.4020 -13.7610 -19.6262  -0.177
C: -15.1687 -13.1032 -18.3795  -0.111
H: -12.1691 -20.2422 -22.5253  0.081
H: -13.6169 -20.0365 -21.6149  0.080
H: -12.1213 -20.3893 -20.7318  0.083
H: -11.7191 -17.9979 -19.6398  0.116
H: -13.4905 -18.4839 -19.9124  0.117
H: -12.0055 -15.7686 -20.6442  0.126
H: -13.1094 -15.9486 -19.2326  0.114
H: -14.7088 -16.2202 -20.4995  0.091
H: -15.2299 -14.6553 -21.9972  0.116
H: -13.6823 -14.4353 -22.4378  0.112
H: -14.1741 -12.6606 -20.9311  0.120
H: -13.2978 -13.6252 -19.8773  0.105
H: -14.1710 -13.2211 -17.9569  0.085
H: -15.9792 -13.4244 -17.7252  0.085
H: -15.4049 -12.0455 -18.4962  0.082
C: -12.9268 -11.3527 -10.2188  -0.049
O: -11.8706 -10.3083 -10.0773  -0.220
C: -11.1340 -10.0821 -11.2413  -0.236
C: -9.9560 -9.1215 -10.8516  -0.185
N: -8.8353 -9.9627 -10.5374  -0.073
C: -7.7188 -9.2660 -9.9252  -0.204
C: -6.9728 -8.3847 -10.9676  -0.242
O: -6.4843 -9.1992 -11.9927  -0.190
C: -5.1431 -8.8480 -12.3039  -0.116
H: -12.5005 -12.3496 -10.3304  0.079
H: -13.5083 -11.0859 -11.1013  0.080
H: -13.5363 -11.3966 -9.3162  0.082
H: -11.8691 -9.5761 -11.8672  0.111
H: -10.8468 -11.0055 -11.7442  0.116
H: -10.2466 -8.6583 -9.9087  0.115
H: -9.7637 -8.2997 -11.5413  0.115
H: -9.1325 -10.5961 -9.8090  0.110
H: -6.9983 -9.8931 -9.4001  0.121
H: -7.9569 -8.4729 -9.2164  0.108
H: -6.0736 -8.0063 -10.4816  0.108
H: -7.6131 -7.5736 -11.3144  0.116
H: -4.9391 -7.7786 -12.3568  0.088
H: -4.7922 -9.3502 -13.2054  0.085
H: -4.4756 -9.2575 -11.5457  0.084
C: 5.4895 -20.5210 -12.3874  -0.167
O: 6.2533 -19.9118 -13.3471  -0.207
C: 7.6038 -19.5750 -12.9504  -0.168
C: 8.2337 -18.5418 -13.9687  -0.211
N: 7.8856 -17.1663 -13.7155  -0.052
C: 6.4670 -16.8163 -13.3424  -0.199
C: 6.0942 -15.5041 -13.8120  -0.197
O: 4.6220 -15.2898 -13.9829  -0.201
C: 4.2546 -14.0558 -14.5715  -0.132
H: 4.9945 -19.7995 -11.7373  0.086
H: 5.7194 -21.4671 -11.8974  0.091
H: 4.5721 -20.7477 -12.9306  0.085
H: 8.1289 -20.4992 -13.1917  0.111
H: 7.7263 -19.3250 -11.8965  0.124
H: 8.0511 -18.9270 -14.9719  0.111
H: 9.3136 -18.6860 -13.9359  0.106
H: 8.1563 -16.6842 -14.5608  0.092
H: 6.3936 -16.7680 -12.2560  0.121
H: 5.7475 -17.5745 -13.6514  0.122
H: 6.5273 -15.3528 -14.8007  0.119
H: 6.3832 -14.6667 -13.1770  0.124
H: 4.3183 -13.9086 -15.6496  0.082
H: 4.8573 -13.2868 -14.0882  0.077
H: 3.2248 -13.8783 -14.2615  0.082
C: -2.5507 -5.4325 -19.3799  -0.102
O: -1.9608 -4.4812 -18.4592  -0.165
C: -0.5514 -4.5154 -18.7352  -0.248
C: 0.0016 -3.4653 -17.8385  -0.266
N: -0.5568 -2.2326 -18.2216  -0.064
C: 0.0682 -1.0137 -17.6499  -0.170
C: -0.8682 0.2107 -17.7375  -0.211
O: -2.1812 -0.0569 -17.2564  -0.205
C: -3.0021 1.1070 -17.3504  -0.112
H: -3.5562 -5.7328 -19.0849  0.079
H: -1.9539 -6.3223 -19.5799  0.083
H: -2.7840 -4.9550 -20.3316  0.083
H: -0.2891 -4.2346 -19.7553  0.124
H: -0.0488 -5.4709 -18.5851  0.119
H: 1.0731 -3.3001 -17.9518  0.126
H: -0.2402 -3.7485 -16.8142  0.126
H: -1.4413 -2.2256 -17.7339  0.097
H: 0.9932 -0.7500 -18.1627  0.113
H: 0.3727 -1.2080 -16.6215  0.112
H: -1.0726 0.6498 -18.7140  0.117
H: -0.5043 1.0245 -17.1102  0.113
H: -3.2140 1.3426 -18.3933  0.084
H: -2.5459 2.0116 -16.9485  0.080
H: -3.9337 0.9897 -16.7969  0.087
C: -7.6819 -0.4573 -28.1198  -0.121
O: -7.6323 -1.5747 -27.2255  -0.197
C: -8.9433 -1.6670 -26.5344  -0.207
C: -8.8765 -2.6078 -25.3814  -0.227
N: -8.7883 -4.0146 -25.8703  -0.062
C: -8.3336 -4.8290 -24.7670  -0.216
C: -8.5511 -6.2945 -25.1173  -0.233
O: -7.9313 -6.8399 -26.2910  -0.202
C: -7.5709 -8.2639 -26.3199  -0.071
H: -8.6817 -0.1855 -28.4582  0.079
H: -7.1461 -0.5996 -29.0583  0.080
H: -7.2205 0.3305 -27.5243  0.087
H: -9.7550 -2.0178 -27.1717  0.127
H: -9.1278 -0.6665 -26.1431  0.117
H: -9.9092 -2.5942 -25.0329  0.118
H: -8.1903 -2.3487 -24.5751  0.120
H: -8.1642 -3.9616 -26.6626  0.105
H: -8.8326 -4.5002 -23.8554  0.122
H: -7.2688 -4.6221 -24.6598  0.122
H: -9.5881 -6.6101 -25.2310  0.116
H: -8.3766 -6.8463 -24.1936  0.106
H: -6.9474 -8.4492 -25.4452  0.077
H: -6.9594 -8.5108 -27.1877  0.082
H: -8.4411 -8.9183 -26.2696  0.079

Values from the calculation:
2S+1 ... 1
Energy relative to the best compared isomer or geometry (same formula, charge and spin) ... 206.6 kcal/mol
LUMO energy ... 0.226 eV
Energy ... -97412.650 eV
SMILES ... COCCNCCOC.COCCNCCOC.COCCNCCOC.COCCNCCOC.COCCNCCOC.NC(N)=O.NC(N)=O.NC(N)=O.NC(N)=O.CCO.CCO.CCO


The following is a DFT calculation (wB97M-V/def2-TZVPD) of one molecule with the formula C4H9N3O.

Last column: Löwdin charge in e.
Geometry (Å):
C: 1.1321 -0.5548 -0.4952  -0.401
N: -0.2595 -0.9744 -0.5478  -0.025
N: 1.9375 -1.3578 0.4079  0.056
N: -2.0339 1.2490 -0.6491  0.047
C: 1.1527 0.9714 -0.1254  -0.226
C: -0.9413 -0.4839 0.6107  -0.193
C: -1.6952 0.6231 0.5394  -0.206
O: 1.9504 1.4383 0.6432  0.056
H: -0.2917 -1.9903 -0.5730  0.115
H: 1.5496 -0.6422 -1.5104  0.143
H: 1.7174 -1.1107 1.3701  0.071
H: 2.9208 -1.1486 0.2752  0.075
H: -1.7686 0.7104 -1.4628  0.080
H: -2.9633 1.6367 -0.6897  0.083
H: 0.5190 1.5730 -0.7956  0.111
H: -0.7452 -0.9401 1.5749  0.103
H: -2.1808 1.0010 1.4276  0.111

Values from the calculation:
2S+1 ... 1
Energy relative to the best compared isomer or geometry (same formula, charge and spin) ... 41.8 kcal/mol
LUMO energy ... 0.995 eV
Energy ... -10810.649 eV
SMILES ... N/C=C\N[C@H](N)C=O


The following is a DFT calculation (wB97M-V/def2-TZVPD) of a 7-piece molecular cluster, C26H48ClNO16 overall.

Last column: Löwdin charge in e.
Geometry (Å):
C: 3.9783 -3.6064 4.2602  -0.085
C: 2.6049 -3.2988 4.8467  -0.231
C: 2.0503 -1.9423 4.3915  -0.130
N: 0.6037 -1.7108 4.7292  -0.248
C: 0.3188 -1.9227 6.1965  0.029
C: 0.2185 -0.2359 4.3946  -0.047
C: -0.6459 -0.2963 3.1443  -0.138
C: -0.5584 -1.7186 2.6163  -0.129
C: -0.2993 -2.5428 3.8644  -0.099
H: 4.7132 -2.8283 4.4449  0.069
H: 3.9239 -3.8116 3.1891  0.088
H: 4.2980 -4.5578 4.6881  0.081
H: 2.6367 -3.3409 5.9376  0.102
H: 1.9323 -4.1106 4.5536  0.111
H: 2.0608 -1.9458 3.3033  0.129
H: 2.6397 -1.1692 4.8748  0.133
H: 0.6915 -1.0407 6.7092  0.108
H: 0.8446 -2.7987 6.5506  0.089
H: -0.7544 -2.0030 6.3173  0.109
H: -0.2548 0.1926 5.2689  0.123
H: 1.1734 0.2496 4.2028  0.125
H: -1.6831 0.0149 3.2907  0.121
H: -0.2840 0.4449 2.4299  0.113
H: -1.4214 -2.0478 2.0479  0.131
H: 0.3081 -1.7786 1.9541  0.107
H: -1.1867 -2.8211 4.4302  0.134
H: 0.1913 -3.4852 3.6241  0.128
Cl: 0.1735 -0.8057 -1.5900  0.646
O: 1.3808 -1.2286 -2.2562  -0.363
O: -0.8837 -0.6219 -2.5608  -0.356
O: -0.1873 -1.8381 -0.6393  -0.383
O: 0.3784 0.4693 -0.9309  -0.383
C: 6.1401 -0.7121 -7.9097  -0.066
O: 5.5245 -1.6045 -7.0156  0.006
C: 5.2120 -1.1038 -5.8205  -0.619
O: 5.2068 0.0632 -5.5443  0.130
O: 4.9470 -2.1230 -5.0087  0.012
C: 4.1280 -1.8340 -3.8765  -0.042
H: 6.5263 -1.3095 -8.7348  0.092
H: 6.9858 -0.1975 -7.4497  0.098
H: 5.4749 0.0400 -8.3352  0.097
H: 3.9804 -0.7742 -3.6940  0.089
H: 4.5845 -2.2477 -2.9760  0.092
H: 3.1573 -2.3137 -3.9862  0.087
C: -3.6048 -2.3423 -1.8228  -0.068
O: -4.1029 -1.1093 -1.3625  0.008
C: -5.2854 -0.6615 -1.8014  -0.608
O: -5.5740 0.4924 -1.7385  0.153
O: -6.0578 -1.6354 -2.2985  -0.028
C: -7.3206 -1.1763 -2.8060  -0.028
H: -2.5161 -2.3636 -1.8091  0.062
H: -3.8503 -2.5082 -2.8737  0.100
H: -3.9313 -3.2209 -1.2578  0.092
H: -7.9625 -0.8840 -1.9784  0.097
H: -7.7891 -2.0611 -3.2421  0.090
H: -7.1518 -0.4394 -3.5827  0.100
C: -3.0411 5.0576 2.3305  -0.064
O: -4.0246 4.6109 1.4161  0.007
C: -3.8881 3.4423 0.7717  -0.608
O: -4.7016 2.9947 0.0335  0.166
O: -2.7038 2.8661 1.0377  -0.036
C: -2.5781 1.5312 0.5478  -0.024
H: -2.1889 5.4865 1.7990  0.095
H: -2.6822 4.2447 2.9593  0.086
H: -3.4679 5.8275 2.9681  0.090
H: -2.7066 1.5176 -0.5330  0.080
H: -3.3413 0.8931 0.9941  0.105
H: -1.5745 1.1779 0.7605  0.066
C: -3.5985 3.6602 -6.1200  -0.057
O: -4.3222 3.1033 -5.0297  0.000
C: -3.7101 2.9379 -3.8424  -0.587
O: -4.3132 2.7838 -2.8288  0.156
O: -2.3743 3.0127 -3.9631  -0.022
C: -1.6386 2.7233 -2.7955  -0.041
H: -4.2629 3.5781 -6.9771  0.090
H: -2.6500 3.1637 -6.2920  0.090
H: -3.4233 4.7279 -5.9586  0.096
H: -1.9295 3.3479 -1.9480  0.095
H: -0.5864 2.9105 -2.9943  0.100
H: -1.7504 1.6736 -2.5245  0.070
C: 3.2660 0.9190 0.8193  -0.070
C: 3.7289 -0.1947 1.5172  -0.086
C: 4.2279 -0.0231 2.7960  -0.132
C: 4.3784 1.2445 3.3442  -0.104
C: 3.9570 2.3443 2.6102  -0.099
C: 3.3437 2.1861 1.3760  -0.075
H: 2.8508 0.7406 -0.1659  0.095
H: 3.5986 -1.1486 1.0199  0.109
H: 4.5247 -0.9130 3.3407  0.072
H: 4.8637 1.3615 4.3045  0.098
H: 4.0504 3.3323 3.0473  0.101
H: 2.9856 3.0416 0.8205  0.108

Values from the calculation:
2S+1 ... 1
Energy relative to the best compared isomer or geometry (same formula, charge and spin) ... 0.0 kcal/mol
LUMO energy ... -0.526 eV
Energy ... -74503.441 eV


The following is a DFT calculation (wB97M-V/def2-TZVPD) of one molecule with the formula C2H8N2.

Last column: Löwdin charge in e.
Geometry (Å):
N: 0.8353 -0.2707 -1.7579  -0.013
C: 0.6498 -0.4977 -0.3400  -0.312
C: -0.4656 0.3425 0.2967  -0.301
N: -0.5397 0.0983 1.7413  -0.015
H: 1.3593 0.5691 -1.9443  0.058
H: -0.0598 -0.2054 -2.2235  0.059
H: 1.5449 -0.3419 0.2659  0.108
H: 0.3872 -1.5424 -0.1647  0.101
H: -0.2878 1.3960 0.0904  0.106
H: -1.3927 0.0692 -0.1648  0.091
H: -0.7603 0.9477 2.2435  0.057
H: -1.2707 -0.5646 1.9574  0.060

Values from the calculation:
2S+1 ... 1
Energy relative to the best compared isomer or geometry (same formula, charge and spin) ... 2.2 kcal/mol
LUMO energy ... 1.116 eV
Energy ... -5183.642 eV
SMILES ... NCCN


no.,gap between HOMO and LUMO (hartree),largest force on an atom (eV/A)
1,0.3297,3.31
2,0.3271,7.48
3,0.3459,1.60
4,0.3073,1.72
5,0.3688,0.94